[1]
DFT (ωB97M-V with the def2-TZVPD basis set) results for C28H46Cl2N3PTi as an isolated structure at a distorted geometry.

Positions of all 81 atoms, in Å:
Ti1 -0.7210 0.7677 -1.2214
C1 -1.4137 -4.0956 -4.2092
C2 -2.1068 -2.7517 -3.9639
C3 -2.8568 -2.6911 -2.6493
C4 -4.0203 -3.4485 -2.5357
C5 -4.8182 -3.3889 -1.4108
C6 -4.4726 -2.5321 -0.3765
C7 -3.3226 -1.7627 -0.4456
C8 -3.0058 -0.7946 0.6679
C9 -3.2967 0.6644 0.2728
C10 -2.4895 -1.8711 -1.5701
N1 -1.3011 -1.0909 -1.6351
C11 -0.1794 -1.6750 -1.9933
C12 0.8887 -0.8895 -2.4693
C13 2.1028 -1.2354 -3.0716
C14 2.6282 -0.0516 -3.5856
C15 1.7232 0.9619 -3.2713
N2 0.6655 0.4767 -2.5968
H1 -0.9345 -4.1062 -5.1881
H2 -2.1327 -4.9138 -4.1764
H3 -0.6500 -4.2983 -3.4563
H4 -2.8333 -2.5892 -4.7632
H5 -1.3750 -1.9473 -4.0394
H6 -4.3089 -4.0837 -3.3651
H7 -5.7151 -3.9897 -1.3425
H8 -5.1041 -2.4572 0.5005
H9 -1.9583 -0.8818 0.9566
H10 -3.6132 -1.0556 1.5341
H11 -2.4400 1.1104 -0.2490
H12 -3.4703 1.2812 1.1528
H13 -4.1689 0.7262 -0.3771
H14 -0.0960 -2.7605 -1.9968
H15 2.5243 -2.2273 -3.1209
H16 3.5472 0.0695 -4.1355
H17 1.8022 2.0124 -3.5111
Cl1 -0.7391 3.2869 -1.3433
C16 -2.0270 3.3235 -2.5718
Cl2 -2.3598 1.6436 -3.0448
H18 -1.6838 3.8790 -3.4360
H19 -2.9176 3.7566 -2.1325
C17 1.2664 -1.8684 1.3646
C18 1.2744 -0.7543 2.4255
C19 2.4863 -0.9177 3.3448
C20 -0.0007 -0.9226 3.2632
P1 1.1765 0.9186 1.5273
N3 0.1288 0.7896 0.3432
C21 2.8896 1.3760 0.8456
C22 3.4362 0.1309 0.1339
C23 2.7337 2.4625 -0.2292
C24 3.8880 1.8470 1.9048
C25 0.5869 2.2649 2.7383
C26 0.8568 3.6372 2.1077
C27 -0.9370 2.1433 2.8978
C28 1.2629 2.2293 4.1109
H20 0.9188 -2.7966 1.8229
H21 2.2553 -2.0564 0.9531
H22 0.5902 -1.6228 0.5469
H23 2.3976 -1.8765 3.8618
H24 2.5395 -0.1386 4.1036
H25 3.4252 -0.9351 2.7963
H26 -0.0563 -1.9552 3.6137
H27 -0.8956 -0.7233 2.6751
H28 -0.0039 -0.2840 4.1428
H29 2.6929 -0.2912 -0.5432
H30 3.7636 -0.6376 0.8303
H31 4.3051 0.4176 -0.4618
H32 1.9125 2.2184 -0.8997
H33 3.6486 2.4992 -0.8245
H34 2.5786 3.4532 0.1875
H35 3.9964 1.1417 2.7250
H36 3.6257 2.8205 2.3149
H37 4.8662 1.9528 1.4287
H38 0.4833 3.6900 1.0859
H39 1.9131 3.8940 2.1167
H40 0.3346 4.3990 2.6900
H41 -1.4075 1.9669 1.9313
H42 -1.3274 3.0794 3.3029
H43 -1.2249 1.3497 3.5812
H44 2.3452 2.3220 4.0434
H45 1.0287 1.3282 4.6729
H46 0.8957 3.0778 4.6938

The gap between HOMO and LUMO (spin up / spin down) comes out at 7.2388 / 7.6788 eV. Its total charge is +1. Its spin multiplicity is 2. The total energy comes out at -91698.561 eV. As for the largest force on an atom: 0.03821 hartree/bohr. As for the HOMO energy (spin up / spin down): -10.1420 / -10.5656 eV. The value obtained for the lowest unoccupied orbital energy (spin up / spin down) is -0.1067 / -0.1061 hartree.

=====

[2]
DFT (ωB97M-V with the def2-TZVPD basis set) results for C28H47BrNOOsP3 as an isolated structure at a distorted geometry.

Positions of all 82 atoms, in Å:
C1 -5.5957 -4.6103 -1.0393
C2 -4.2296 -4.8039 -1.4229
C3 -3.8333 -5.9553 -2.1428
C4 -4.8186 -6.9128 -2.3933
N1 -6.0711 -6.7310 -1.9965
C5 -6.4889 -5.6427 -1.3526
C6 -3.1723 -3.8788 -1.0811
C7 -2.5567 -2.8660 -0.7398
C8 -2.3081 -1.7518 0.1069
C9 -2.7850 -0.4031 0.0213
C10 -2.1740 0.5293 0.9682
C11 -0.9273 0.2238 1.6154
C12 -0.6514 -1.1754 1.8105
C13 -1.2239 -2.1819 0.9796
Os1 -0.1724 -0.8809 -0.2487
P1 0.4361 1.4611 -0.8975
H1 -2.7761 -6.0809 -2.4313
H2 -5.9225 -3.7271 -0.4625
H3 -4.5267 -7.8228 -2.9050
H4 -7.5310 -5.5659 -1.0470
H5 -0.7871 -3.2271 0.9536
H6 -3.6679 -0.2732 -0.6713
H7 -0.1629 -1.5656 2.6953
H8 -2.5728 1.5151 1.0964
C14 1.8423 2.6934 -0.4545
C15 2.7842 3.2917 -1.5331
H9 2.3999 2.2464 0.3866
H10 1.3112 3.5393 0.0158
H11 3.4052 4.0677 -1.0408
H12 3.4828 2.5691 -1.9953
H13 2.2353 3.8142 -2.3392
C16 0.9762 0.6840 -2.4454
C17 -0.0989 0.6776 -3.5447
H14 1.2500 -0.4170 -2.2526
H15 1.8723 1.2727 -2.7670
H16 0.0873 -0.1679 -4.2449
H17 -1.1027 0.5061 -3.0931
H18 -0.1603 1.6118 -4.1425
C18 -0.8363 2.6834 -1.3835
C19 -0.4523 3.8362 -2.3253
H19 -1.2221 3.1067 -0.4438
H20 -1.6424 2.0996 -1.8438
H21 -1.3709 4.3515 -2.6490
H22 0.1839 4.5949 -1.8470
H23 0.0583 3.4960 -3.2363
Br1 0.7069 1.2935 2.3554
P2 3.6977 -1.9005 0.4813
C20 3.5634 -0.5865 -0.7631
C21 4.9143 -0.3145 -1.4495
H24 3.2064 0.3310 -0.2633
H25 2.8234 -0.8696 -1.5249
H26 4.7715 0.2174 -2.4026
H27 5.5597 0.2948 -0.7942
H28 5.4360 -1.2544 -1.6817
C22 3.7035 -1.0301 2.0836
C23 4.6315 -1.7312 3.1167
H29 2.6848 -0.8419 2.4518
H30 4.1072 -0.0285 1.8736
H31 4.7252 -1.0891 4.0032
H32 4.2489 -2.7049 3.4624
H33 5.6600 -1.8974 2.7461
C24 2.1470 -2.8474 0.4004
C25 2.4909 -4.1475 -0.3566
H34 1.3755 -2.3523 -0.2611
H35 1.7774 -3.0368 1.4223
H36 1.6821 -4.8870 -0.2253
H37 2.5657 -3.8821 -1.4288
H38 3.4569 -4.5543 -0.0055
C26 -2.9650 3.7983 2.3014
P3 -1.2101 3.9931 2.5909
C27 -0.7569 5.7002 2.3790
C28 -0.8208 3.4390 4.2549
O1 -0.5198 3.2750 1.4430
H39 -3.5261 4.5495 2.8438
H40 -3.2823 2.8221 2.6674
H41 -3.1656 3.9176 1.2337
H42 -1.1587 6.3526 3.1563
H43 0.3392 5.7415 2.4075
H44 -1.1429 6.0360 1.4076
H45 -1.4581 2.5913 4.5293
H46 0.2313 3.1442 4.3105
H47 -0.9835 4.2283 4.9982

The gap between HOMO and LUMO (spin up / spin down) comes out at 5.5239 / 3.6938 eV. Its total charge is +4. Its spin multiplicity is 5. The total energy comes out at -133661.800 eV. As for the largest force on an atom: 0.08668 hartree/bohr. As for the HOMO energy (spin up / spin down): -18.5270 / -18.5206 eV. The value obtained for the lowest unoccupied orbital energy (spin up / spin down) is -0.4779 / -0.5449 hartree.